This record from the Open Molecules 2025 dataset describes a single H4N3OPS molecule. The level of theory is ωB97M-V with the def2-TZVPD basis set.

```
10
H4N3OPS, DFT ωB97M-V with the def2-TZVPD basis set
N -0.85 -0.09 1.12
N -0.80 -0.14 -1.27
N 1.50 -0.79 -0.05
O 0.90 1.99 -0.06
P 0.31 0.32 -0.10
S -2.11 -0.50 -0.12
H -1.29 0.64 1.57
H -1.18 0.50 -2.03
H 2.20 -0.30 0.37
H 1.32 -1.63 0.56
```

## Properties
HOMO level, eV: -9.021
Calculated total energy, a.u.: -981.408833
Total charge: 0
LUMO energy, eV: -0.17